Molecular formula: C3H3Cl4F
Method: DFT, the ωB97M-V functional and the def2-TZVPD basis

Geometry (Å):
C -1.12358 -0.65193 -0.18331
C -0.11615 0.37688 0.25697
C 1.28630 0.20643 -0.22577
H -1.05376 -0.74746 -1.27397
H -0.73375 -1.58775 0.29104
H 1.30517 0.42596 -1.28533
F -0.22576 0.39654 1.55469
Cl -2.77893 -0.31507 0.42616
Cl -0.67781 2.06821 -0.20908
Cl 1.84479 -1.47449 0.08286
Cl 2.27349 1.30267 0.56574

Energy (Ha): -2056.7352
LUMO level (eV): 0.56
SMILES string: F[C@](Cl)(CCl)C(Cl)Cl
Net charge: 0

***

Molecular formula: C3H3NO2S
Method: DFT, the ωB97M-V functional and the def2-TZVPD basis

Geometry (Å):
C 1.39437 0.01224 0.55734
C 0.74826 -1.33827 0.88704
C -0.72407 0.08975 -0.22770
H 0.90703 -1.38167 2.01448
H 1.33901 -2.25315 0.48479
H -1.40668 -1.62233 0.44827
N -0.56160 -1.13516 0.34959
O 2.64983 0.23476 0.58902
O 0.40044 0.84764 0.09771
S -1.86385 0.74761 -1.13679

Energy (Ha): -719.5273
Energy above the lowest of the compared OMol25 structures with the same formula, charge and spin (kcal/mol): 33.2
LUMO level (eV): 0.22
SMILES string: O=C1CNC(=S)O1
Net charge: 0

***

Molecular formula: C23H20N4O2STi
Method: DFT, the ωB97M-V functional and the def2-TZVPD basis

Geometry (Å):
Ti 0.11525 -0.10485 0.27571
O 1.80350 0.21298 0.21264
C 2.73660 1.06001 -0.23146
C 4.09039 0.79353 -0.08538
C 5.02099 1.68791 -0.58594
C 4.61993 2.86118 -1.22612
C 3.28009 3.13618 -1.36675
C 2.31396 2.24017 -0.88182
C 0.92346 2.52310 -1.03114
N -0.05532 1.75284 -0.65542
C -1.42235 2.27415 -0.81657
C -2.38619 1.10216 -0.67774
N -1.86685 0.26132 0.40028
C -2.65550 -0.11502 1.35993
C -2.24697 -0.86015 2.50647
C -3.20997 -1.32908 3.41972
C -2.82880 -1.97394 4.56999
C -1.47063 -2.14214 4.85142
C -0.50166 -1.68294 3.97914
C -0.87443 -1.04989 2.79960
O 0.05796 -0.58309 1.95780
H 4.38870 -0.11385 0.42393
H 6.07559 1.47513 -0.47233
H 5.36275 3.54881 -1.60458
H 2.95912 4.04972 -1.85302
H 0.67938 3.47706 -1.49973
H -1.55046 2.76526 -1.78199
H -1.62661 3.00824 -0.03398
H -2.39566 0.53999 -1.61723
H -3.39620 1.45942 -0.47821
H -3.70973 0.15823 1.30877
H -4.25960 -1.17838 3.19628
H -3.57325 -2.33213 5.26716
H -1.16774 -2.62648 5.77003
H 0.55325 -1.79454 4.19288
N -2.39812 -2.33182 -0.72538
C -1.12481 -2.68605 -0.46436
N -0.05950 -1.91852 -0.72266
C 1.12490 -2.69298 -0.55394
C 2.40800 -2.35307 -0.97103
C 3.43844 -3.25147 -0.76622
C 3.21433 -4.48627 -0.15976
C 1.93737 -4.86450 0.20983
C 0.90892 -3.96222 -0.01217
S -0.80162 -4.25018 0.18608
H -2.55659 -1.71419 -1.50531
H -3.09787 -3.04898 -0.61030
H 2.58764 -1.41841 -1.48223
H 4.43407 -3.00150 -1.10708
H 4.03790 -5.16995 -0.00705
H 1.73525 -5.84322 0.62338

Energy (Ha): -2505.2560
Energy above the lowest of the compared OMol25 structures with the same formula, charge and spin (kcal/mol): 5.8
LUMO level (eV): -7.40
Net charge: +2

***

Question: What is the formula in the third record?
Answer: C23H20N4O2STi

***

Question: Which formula does entry 1 have?
Answer: C3H3Cl4F